# 1
A cluster of 2 separate species, C2HBrN2O2 in total. Source: the Open Molecules 2025 dataset; level of theory: ωB97M-V/def2-TZVPD.

Each line ends with the natural charge from an NBO analysis.
Cartesian coordinates (Å):
Br -1.94050 1.92618 -1.15826  -0.189
O 1.39101 1.76135 1.34142  -0.431
O -0.76895 -3.17913 -0.31259  -0.478
N 0.36398 -1.16372 -0.40406  -0.407
N 1.43627 -0.45006 0.02500  -0.374
C -0.12274 -2.24595 -0.22439  0.837
C 1.14338 0.78875 0.72215  0.849
H -1.50245 2.56258 0.01074  0.193

The calculation puts the energy above the lowest of the compared OMol25 structures with the same formula, charge and spin at 46.3 kcal/mol. The HOMO energy comes out at -9.647 eV. The orbital gap comes out at 8.92 eV.

---

# 2
A cluster of 2 separate species, C2HBrO2 in total. Source: the Open Molecules 2025 dataset; level of theory: ωB97M-V/def2-TZVPD.

Each line ends with the natural charge from an NBO analysis.
Cartesian coordinates (Å):
Br 2.27270 0.78594 -0.05078  0.196
O -0.55192 -0.56691 1.13603  -0.525
O -1.22073 -1.48686 -0.82304  -0.482
C 0.55625 0.87640 -0.54044  -0.352
C -0.87991 -1.00666 0.14219  1.020
H -0.17641 1.39809 0.13604  0.144

The calculation puts the energy above the lowest of the compared OMol25 structures with the same formula, charge and spin at 32.7 kcal/mol. The HOMO energy (alpha / beta) comes out at -8.834 / -8.821 eV. The orbital gap (alpha / beta) comes out at 7.83 / 7.84 eV.

---

# 3
A structure of composition C2HCl2N2O. Source: the Open Molecules 2025 dataset; level of theory: ωB97M-V/def2-TZVPD.

Each line ends with the natural charge from an NBO analysis.
Cartesian coordinates (Å):
Cl 1.04085 -1.35272 -0.80599  0.135
Cl -1.24443 -1.36254 1.22105  0.217
O -0.22193 1.46817 -1.02990  -0.206
N 1.56208 0.95417 1.20066  -0.067
N 1.45248 1.98541 1.55243  0.082
C -0.38271 0.43448 -0.62094  0.877
C -0.78488 -0.93417 -0.38123  -0.333
H -1.42145 -1.19279 -1.13608  0.296

The calculation puts the energy above the lowest of the compared OMol25 structures with the same formula, charge and spin at 9.6 kcal/mol. The HOMO energy comes out at -17.166 eV. As for the total charge: +1. The orbital gap comes out at 10.74 eV.

---

# 4
An isolated molecule of C2HCl2NO. Source: the Open Molecules 2025 dataset; level of theory: ωB97M-V/def2-TZVPD.

Each line ends with the natural charge from an NBO analysis.
Cartesian coordinates (Å):
Cl -1.50627 -1.19056 -0.53123  0.006
Cl -2.30651 1.54653 0.10180  0.097
O 1.46777 -1.04543 1.04395  -0.175
N 0.21878 0.69317 0.06786  -0.448
C 1.21584 -0.29032 0.14699  0.179
C -1.05139 0.43014 -0.12474  0.093
H 1.96177 -0.14352 -0.70462  0.248

Its spin multiplicity is 3. The calculation puts the energy above the lowest of the compared OMol25 structures with the same formula, charge and spin at 21.3 kcal/mol. The HOMO energy (alpha / beta) comes out at -6.312 / -10.910 eV. The orbital gap (alpha / beta) comes out at 6.61 / 7.26 eV.

---

# 5
An isolated molecule of C2HCl2O2P. Source: the Open Molecules 2025 dataset; level of theory: ωB97M-V/def2-TZVPD.

Each line ends with the natural charge from an NBO analysis.
Cartesian coordinates (Å):
Cl 0.21383 1.97213 1.26432  0.153
Cl 0.49906 -0.60285 2.53066  0.137
P 0.87084 -0.48830 -0.35706  1.412
O -0.98466 1.29600 -1.34633  -0.474
O 0.88677 -1.94704 -0.32111  -1.032
C -0.64000 0.17035 -1.22907  0.148
C 0.33491 0.30124 1.11375  -0.503
H -1.18074 -0.70153 -1.65516  0.160

The calculation puts the energy above the lowest of the compared OMol25 structures with the same formula, charge and spin at 49.3 kcal/mol. The HOMO energy (alpha / beta) comes out at -9.227 / -9.226 eV. The orbital gap (alpha / beta) comes out at 7.39 / 7.38 eV.

---

# 6
A cluster of 2 separate species, C2HCl2O3S in total. Source: the Open Molecules 2025 dataset; level of theory: ωB97M-V/def2-TZVPD.

Each line ends with the natural charge from an NBO analysis.
Cartesian coordinates (Å):
Cl -0.73639 -1.11125 -0.92573  0.169
Cl 4.69083 0.00082 0.39297  -0.841
S -2.28104 0.39054 0.17312  2.392
O -2.27435 1.23668 -0.97096  -0.873
O -1.33678 0.64007 1.26825  -0.855
O -3.42282 -0.39572 0.46481  -0.875
C 0.76424 -0.69219 -0.46145  -0.318
C 1.76022 -0.11737 -0.17300  -0.088
H 2.83609 0.04842 0.23199  0.288

The calculation puts the energy above the lowest of the compared OMol25 structures with the same formula, charge and spin at 56.7 kcal/mol. The HOMO energy comes out at -4.757 eV. As for the total charge: -1. The orbital gap comes out at 6.93 eV.